# 1
A 3-piece molecular cluster, C5H14O3 overall, computed with ωB97M-V/def2-TZVPD.

Output
Largest force on an atom   2.0 eV/Å
2S+1   2
ΔE to the lowest compared entry with this formula, charge and spin   111.7 kJ/mol
<S²>   0.751
M   122.16 g mol⁻¹
Total charge   -1
LUMO (spin up / spin down)   3.47 / 3.38 eV
HOMO energy (spin up / spin down)   0.67 / -7.00 eV

Structure (XYZ):
```
22
Properties=species:S:1:pos:R:3:forces:R:3
O -2.8144 -2.3630 -0.6597 -0.098 -0.586 -0.270
C -1.8444 -2.1037 -1.3168 0.853 0.604 -0.387
C -1.1227 -0.7890 -1.1748 -1.042 0.325 -0.666
C 0.0237 -0.4746 -2.1324 -0.037 -0.270 -0.540
C 0.5510 0.9737 -1.9487 -0.325 -1.062 0.892
C 0.9968 1.2735 -0.5199 1.098 1.621 0.544
H -1.3877 -2.7608 -2.0996 -0.462 -0.388 0.304
H -0.7770 -0.7769 -0.1411 0.077 0.255 0.173
H -1.9610 -0.0861 -1.2792 0.312 0.314 0.297
H -0.1685 -0.5658 -3.2280 -0.659 -0.137 0.703
H 0.6973 -1.3119 -1.9416 0.922 0.494 0.045
H -0.3179 1.6186 -2.0859 0.060 0.056 -0.742
H 1.3462 1.1635 -2.6913 -0.458 0.190 0.365
H 0.6960 2.2675 -0.1450 -0.242 0.060 -0.610
H 2.0822 1.3701 -0.4375 0.044 -0.560 0.044
H 0.6469 0.6832 0.3124 -0.024 -0.923 -0.147
H 1.8256 -1.1529 3.3148 0.087 0.257 0.518
H 0.3799 -0.9638 3.4085 -0.099 0.002 0.407
O 1.1720 -0.8067 3.9723 0.060 -0.426 -1.057
H 0.4854 0.9552 3.6864 -0.079 0.242 -0.016
H -0.2114 2.3253 3.2891 0.277 -0.306 -0.066
O -0.2979 1.5243 3.8181 -0.266 0.237 0.208
```
Forces are in eV/Å.



# 2
A 2-piece molecular cluster, C5H14O3 overall, computed with ωB97M-V/def2-TZVPD.

Output
Largest force on an atom   3.1 eV/Å
Structure (SMILES)   CCCOCOC.O
ΔE to the lowest compared entry with this formula, charge and spin   102.2 kJ/mol
M   122.16 g mol⁻¹
LUMO   0.80 eV
HOMO energy   -9.86 eV

Structure (XYZ):
```
22
Properties=species:S:1:pos:R:3:forces:R:3
O 1.6085 4.8475 -1.1811 0.940 0.407 -2.107
O 0.2242 3.0640 -0.6076 0.992 0.758 -1.700
C 0.8097 5.5673 -2.0873 -1.027 0.669 -0.172
C 0.9053 4.2338 -0.2377 0.348 -0.872 2.942
C 0.0000 0.0000 0.0000 0.756 -0.589 0.394
C -0.3283 2.4936 0.4974 -1.645 -0.977 1.353
C -0.9266 1.1876 0.0884 -0.934 -1.579 -0.944
H 0.0812 4.9191 -2.6028 0.296 0.143 0.150
H 1.3853 6.1229 -2.8466 0.143 -0.493 0.577
H 0.2575 6.2914 -1.4649 -0.133 0.071 -0.495
H 0.1699 4.8722 0.2889 0.058 0.330 -0.276
H 1.6742 3.9290 0.4980 -0.310 0.111 0.096
H -0.6329 -0.8915 -0.1459 0.507 0.143 0.053
H 0.5192 -0.0919 0.9688 -0.004 -0.315 -0.361
H 0.7559 0.0301 -0.8027 -0.331 0.184 0.286
H -1.1605 3.1038 0.8979 0.355 0.224 0.042
H 0.3765 2.2989 1.3286 0.129 0.340 -0.262
H -1.3610 1.2411 -0.9284 -0.239 0.580 0.563
H -1.7119 0.8083 0.7704 0.105 0.857 -0.134
O -1.9054 -2.9679 1.9327 -0.581 -0.535 -0.941
H -1.8202 -3.9039 1.6413 -0.115 1.018 0.282
H -2.5562 -2.5724 1.3096 0.690 -0.475 0.655
```
Forces are in eV/Å.



# 3
A 3-piece molecular cluster, C5H14O3 overall, computed with ωB97M-V/def2-TZVPD.

Output
Largest force on an atom   2.9 eV/Å
Structure (SMILES)   C=CCCCO.O.O
ΔE to the lowest compared entry with this formula, charge and spin   124.7 kJ/mol
M   122.16 g mol⁻¹
LUMO   0.65 eV
HOMO energy   -9.69 eV

Structure (XYZ):
```
22
Properties=species:S:1:pos:R:3:forces:R:3
C 0.2576 -1.0408 -1.2958 -1.575 1.075 0.958
O 1.0942 -1.8903 -0.5869 1.011 -1.943 -1.893
C -1.0244 -0.8390 -0.3631 1.083 -0.993 -1.103
C -0.6266 -0.3425 1.0178 -0.095 1.969 0.670
C -0.4964 1.1940 0.9602 -0.512 -1.595 -0.972
C -1.3408 1.9968 1.5793 -0.680 0.421 0.857
H 0.7204 -0.0871 -1.5859 0.172 0.021 0.370
H 0.0092 -1.5128 -2.2676 -0.035 -0.090 0.758
H 1.3705 -1.6985 0.2914 -0.035 1.126 0.799
H -1.3696 -1.8753 -0.3058 -0.422 0.170 0.154
H -1.8048 -0.2056 -0.8021 0.206 -0.140 0.048
H -1.3436 -0.5673 1.8110 -0.116 -0.301 -0.241
H 0.3453 -0.6805 1.3844 -0.150 -0.409 -0.136
H 0.1856 1.4030 0.1322 0.119 1.047 0.626
H -1.4132 3.0749 1.6089 0.614 0.175 -0.689
H -2.1357 1.6142 2.2303 0.474 -0.461 -0.105
H 1.6879 -3.1650 1.8603 0.106 0.053 -0.165
H 2.1739 -2.8563 3.2432 0.153 0.449 -0.369
O 2.1994 -2.4985 2.3378 -0.320 -0.567 0.428
H -0.2045 3.5497 -3.9394 0.120 0.462 0.196
H 1.0287 2.7660 -3.7358 0.296 0.405 0.229
O 0.6871 3.6608 -3.5746 -0.415 -0.876 -0.420
```
Forces are in eV/Å.